Arrangement P

Computed, not measured: a cluster of 3 separate species, CH5O4 in total, with ωB97M-V with the def2-TZVPD basis set.

Net charge: -1
2S+1: 1
HOMO energy, eV: -4.7

Last column: natural (NBO) charge in e.
Geometry (Å):
O1 -0.914 -1.442 0.058  -0.771
C1 0.152 -1.440 -0.617  0.598
O2 1.072 -0.523 -0.766  -0.818
H1 0.192 -2.007 -1.520  0.028
H2 -0.647 1.402 0.158  0.501
H3 -0.830 1.535 -1.367  0.467
O3 -0.778 2.051 -0.575  -0.977
H4 1.102 0.272 0.982  0.500
H5 -0.017 -0.247 1.823  0.477
O4 0.667 0.400 1.824  -1.006

Arrangement Q

Computed, not measured: a cluster of 3 separate species, CH5O4 in total, with ωB97M-V with the def2-TZVPD basis set.

Net charge: -1
2S+1: 1
HOMO energy, eV: -4.9

Last column: natural (NBO) charge in e.
Geometry (Å):
O1 -0.988 0.281 -1.589  -0.751
C1 -0.233 0.736 -0.739  0.650
O2 0.668 0.212 -0.025  -0.824
H1 -0.203 1.859 -0.513  -0.004
H2 0.980 0.914 1.495  0.510
H3 2.287 1.328 2.162  0.446
O3 1.353 1.209 2.383  -1.004
H4 -1.465 -1.658 -1.038  0.488
H5 -0.405 -1.693 -0.025  0.488
O4 -1.014 -2.308 -0.462  -0.999

Name the most stable of them. arrangement Q.

Arrangement P

Computed, not measured: the molecule CO4S2, with ωB97M-V with the def2-TZVPD basis set.

2S+1: 1
HOMO energy (spin up / spin down), eV: -8.9 / -8.9

Last column: natural (NBO) charge in e.
Geometry (Å):
C1 1.059 -0.972 -0.055  0.155
O1 0.348 0.257 -2.201  -0.834
O2 -1.267 -0.015 -0.191  -0.936
O3 -0.818 1.751 1.522  -0.831
O4 0.883 -0.404 0.984  -0.544
S1 -0.212 -0.827 -1.356  1.372
S2 -1.033 0.367 1.330  1.619

Arrangement Q

Computed, not measured: a cluster of 2 separate species, CO4S2 in total, with ωB97M-V with the def2-TZVPD basis set.

2S+1: 1
HOMO energy, eV: -10.6

Last column: natural (NBO) charge in e.
Geometry (Å):
C1 -1.473 0.292 -1.090  1.040
O1 -2.534 -0.103 -0.944  -0.482
O2 0.080 0.331 1.598  -0.840
O3 -0.437 0.745 -1.097  -0.544
O4 0.602 -1.584 0.324  -0.824
S1 2.737 0.606 0.487  -0.247
S2 1.025 -0.287 0.723  1.896

Name the most stable of them. arrangement Q.

Arrangement P

Computed, not measured: a cluster of 2 separate species, C10H13O3 in total, with ωB97M-V with the def2-TZVPD basis set.

Net charge: -1
2S+1: 1
HOMO energy, eV: -3.9

Last column: natural (NBO) charge in e.
Geometry (Å):
C1 -4.234 0.047 -2.000  -0.590
C2 -0.788 -0.910 0.167  0.299
C3 -1.858 -1.785 0.243  -0.260
C4 -0.803 0.338 -0.514  -0.237
C5 -2.985 -1.365 -0.499  -0.202
C6 -1.915 0.641 -1.264  -0.195
C7 -3.019 -0.175 -1.238  -0.099
O1 0.464 -1.276 0.601  -0.750
H1 0.613 -0.931 1.662  0.534
H2 -1.824 -2.780 0.778  0.217
H3 0.033 0.993 -0.349  0.252
H4 -3.875 -2.018 -0.452  0.189
H5 -1.905 1.528 -1.934  0.197
H6 -4.636 -0.875 -2.587  0.203
H7 -4.024 0.883 -2.780  0.195
H8 -4.899 0.412 -1.365  0.202
C8 3.136 -0.062 0.447  -0.576
C9 3.609 0.626 -0.763  -0.614
C10 2.492 1.013 1.445  0.800
O2 3.225 1.978 1.621  -0.794
O3 1.453 0.752 1.876  -0.768
H9 2.492 -0.905 0.352  0.221
H10 3.836 -0.616 1.119  0.182
H11 3.659 1.717 -0.780  0.224
H12 2.971 0.471 -1.674  0.180
H13 4.612 0.273 -0.916  0.188

Arrangement Q

Computed, not measured: a cluster of 2 separate species, C10H13O3 in total, with ωB97M-V with the def2-TZVPD basis set.

Net charge: -1
2S+1: 1
HOMO energy, eV: -4.3

Last column: natural (NBO) charge in e.
Geometry (Å):
C1 1.464 3.378 0.545  -0.485
C2 0.139 3.234 -0.122  -0.606
C3 2.421 2.351 0.148  0.754
O1 2.939 2.824 -0.914  -0.758
O2 2.578 1.124 0.524  -0.817
H1 1.891 4.394 0.474  0.211
H2 1.379 3.235 1.690  0.168
H3 0.117 3.360 -1.167  0.210
H4 -0.675 3.762 0.232  0.191
H5 -0.101 2.098 -0.287  0.212
C4 -2.427 -2.516 -1.587  -0.628
C5 -0.923 -1.315 1.642  -0.324
C6 0.395 -1.361 1.187  0.356
C7 -1.864 -1.856 0.715  -0.210
C8 -1.490 -2.209 -0.538  -0.102
C9 0.810 -1.827 -0.214  -0.233
C10 -0.116 -2.367 -0.980  -0.210
O3 1.427 -0.960 1.908  -0.763
H6 -1.092 -0.752 2.532  0.222
H7 -2.883 -1.965 0.977  0.194
H8 1.888 -1.698 -0.518  0.231
H9 1.969 -0.133 1.421  0.553
H10 -2.720 -3.632 -1.452  0.206
H11 -2.059 -2.729 -2.671  0.214
H12 0.154 -2.777 -1.976  0.197
H13 -3.221 -1.663 -1.568  0.221

Name the most stable of them. arrangement P.